No. 1
Here is a structure of composition C16H32CsO8S4 from OMol25. Energies are from ωB97M-V/def2-TZVPD.

Each line ends with the natural charge from an NBO analysis.
Positions of all 61 atoms, in Å:
Cs: -0.255 0.915 0.919  0.98
C: 1.488 1.239 -5.342  -0.40
C: 0.073 1.787 -5.150  -0.40
C: -0.723 0.664 -4.503  -0.69
S: 0.350 -0.067 -3.300  2.18
O: 0.307 -1.508 -3.395  -0.95
O: 0.178 0.511 -1.980  -1.01
C: 1.870 0.552 -4.024  -0.67
H: 2.201 2.042 -5.516  0.23
H: 1.525 0.524 -6.162  0.22
H: -0.398 2.124 -6.070  0.24
H: 0.111 2.641 -4.466  0.21
H: -0.853 -0.141 -5.237  0.25
H: -1.727 0.868 -4.140  0.30
H: 2.538 -0.301 -4.141  0.25
H: 2.336 1.222 -3.302  0.25
C: -2.573 -2.666 0.430  -0.41
C: -4.016 -2.929 -0.038  -0.41
C: -4.449 -1.719 -0.872  -0.66
S: -2.984 -0.690 -1.211  2.17
O: -2.975 0.355 -0.204  -0.99
O: -2.910 -0.369 -2.605  -0.95
C: -1.885 -2.044 -0.760  -0.68
H: -2.036 -3.561 0.743  0.25
H: -2.511 -1.973 1.276  0.20
H: -4.640 -3.022 0.846  0.23
H: -4.004 -3.825 -0.653  0.22
H: -5.109 -1.071 -0.300  0.25
H: -4.857 -1.922 -1.859  0.25
H: -0.806 -1.915 -0.737  0.28
H: -2.073 -2.690 -1.630  0.24
C: 4.546 -3.271 0.191  -0.40
C: 4.175 -2.486 -1.049  -0.42
C: 2.718 -2.852 -1.307  -0.68
S: 1.931 -2.906 0.307  2.18
O: 1.217 -4.143 0.420  -0.93
O: 1.243 -1.666 0.609  -1.01
C: 3.458 -2.938 1.227  -0.67
H: 5.509 -3.059 0.655  0.24
H: 4.560 -4.346 -0.001  0.22
H: 4.794 -2.798 -1.894  0.24
H: 4.324 -1.408 -0.971  0.22
H: 2.661 -3.890 -1.640  0.25
H: 2.130 -2.263 -2.006  0.27
H: 3.445 -3.530 2.137  0.27
H: 3.619 -1.893 1.507  0.23
C: -1.246 4.771 5.974  -0.42
C: -0.612 3.383 6.126  -0.40
C: 0.271 3.170 4.891  -0.69
S: -0.468 4.125 3.569  2.18
O: -0.999 3.152 2.633  -1.01
O: 0.398 5.174 3.124  -0.92
C: -1.788 4.820 4.580  -0.66
H: -0.498 5.546 6.168  0.22
H: -1.981 4.944 6.760  0.24
H: -1.439 2.669 6.076  0.21
H: -0.062 3.229 7.049  0.24
H: 0.210 2.133 4.554  0.24
H: 1.337 3.329 5.037  0.26
H: -2.651 4.162 4.474  0.24
H: -1.996 5.811 4.185  0.27

## Properties
**Charge**: +1
**2S+1**: 1
**Lowest unoccupied orbital energy**: -0.08178 Eh
**ΔE to the lowest compared entry with this formula, charge and spin**: 0.0 kJ/mol
**Energy**: -2843.480109 hartree
**Kohn-Sham gap**: 10.431 eV

No. 2
Here is a cluster of 14 separate species, C36H42F11N3O39 in total from OMol25. Energies are from ωB97M-V/def2-TZVPD.

Each line ends with the Löwdin charge.
Positions of all 131 atoms, in Å:
C: 2.878 -7.987 11.259  -0.09
C: 2.420 -7.194 12.475  -0.34
O: 3.461 -6.287 12.591  0.17
C: 4.544 -6.663 11.962  -0.52
O: 5.531 -5.950 11.963  0.16
O: 4.244 -7.747 11.179  0.05
F: 2.438 -8.058 13.450  0.12
H: 2.534 -7.547 10.322  0.14
H: 2.753 -9.062 11.380  0.12
H: 1.444 -6.795 12.201  0.17
C: -2.388 -13.386 8.312  -0.09
C: -3.803 -13.400 8.884  -0.29
O: -3.906 -12.082 9.271  0.17
C: -2.715 -11.594 9.576  -0.56
O: -2.422 -10.667 10.269  0.17
O: -1.808 -12.442 9.101  0.08
F: -3.820 -14.230 9.960  0.08
H: -2.488 -12.923 7.331  0.15
H: -1.879 -14.324 8.093  0.14
H: -4.624 -13.722 8.244  0.18
C: 5.388 -15.099 4.452  -0.06
C: 6.444 -16.121 3.937  -0.23
O: 7.606 -15.253 3.845  0.16
C: 7.321 -14.065 4.273  -0.60
O: 8.146 -13.177 4.394  0.14
O: 6.016 -13.890 4.309  0.07
F: 6.143 -16.572 2.714  0.08
H: 5.234 -15.210 5.526  0.14
H: 4.418 -15.150 3.957  0.14
H: 6.666 -17.010 4.528  0.17
C: 0.925 -10.392 4.145  -0.05
C: 0.982 -11.653 3.339  -0.30
O: 1.694 -11.327 2.107  0.14
C: 1.621 -10.027 1.960  -0.53
O: 2.123 -9.433 1.019  0.14
O: 1.076 -9.420 3.091  0.06
F: -0.268 -12.094 3.132  0.09
H: 1.760 -10.215 4.823  0.11
H: 0.038 -10.225 4.757  0.14
H: 1.538 -12.444 3.843  0.14
C: 6.249 -19.309 10.315  -0.07
C: 7.267 -19.144 9.258  -0.34
O: 6.698 -18.375 8.221  0.19
C: 5.443 -18.244 8.480  -0.45
O: 4.631 -17.729 7.633  0.07
O: 5.066 -18.918 9.647  0.07
F: 7.466 -20.367 8.830  0.11
H: 6.424 -18.539 11.067  0.13
H: 6.093 -20.277 10.792  0.16
H: 8.212 -18.695 9.565  0.18
C: 6.207 -10.390 5.688  -0.04
C: 4.854 -10.980 5.315  -0.35
O: 4.284 -9.961 4.620  0.13
C: 5.189 -9.002 4.295  -0.53
O: 4.883 -8.042 3.624  0.17
O: 6.338 -9.289 4.849  0.12
F: 4.119 -11.199 6.401  0.09
H: 7.067 -11.038 5.521  0.13
H: 6.128 -10.154 6.750  0.14
H: 4.851 -11.775 4.569  0.17
C: 2.057 -18.909 6.191  -0.07
C: 3.092 -19.167 5.208  -0.38
O: 3.069 -17.956 4.562  0.14
C: 2.083 -17.145 4.955  -0.54
O: 1.960 -15.947 4.669  0.11
O: 1.242 -17.870 5.646  0.12
F: 2.706 -20.120 4.380  0.12
H: 2.521 -18.612 7.132  0.12
H: 1.526 -19.848 6.349  0.16
H: 4.113 -19.259 5.578  0.17
C: 7.178 -11.084 10.938  -0.04
C: 5.916 -10.315 10.500  -0.24
O: 5.405 -11.199 9.505  0.14
C: 5.922 -12.407 9.651  -0.56
O: 5.571 -13.446 9.050  0.11
O: 6.948 -12.392 10.466  0.08
F: 6.463 -9.223 9.873  0.06
H: 7.260 -11.095 12.025  0.13
H: 8.081 -10.563 10.618  0.15
H: 5.159 -10.094 11.253  0.16
C: 0.889 -15.610 0.302  -0.07
C: 1.079 -14.295 0.982  -0.28
O: -0.053 -13.651 0.512  0.18
C: -0.773 -14.438 -0.222  -0.63
O: -1.941 -14.198 -0.508  0.13
O: -0.162 -15.496 -0.579  0.13
F: 2.257 -13.717 0.538  0.06
H: 0.625 -16.533 0.819  0.16
H: 1.742 -15.709 -0.369  0.15
H: 1.100 -14.434 2.062  0.16
C: 1.843 -16.639 9.432  -0.05
C: 0.993 -15.541 10.127  -0.40
O: 0.514 -16.190 11.244  0.16
C: 0.843 -17.478 11.289  -0.55
O: 0.556 -18.220 12.179  0.17
O: 1.507 -17.808 10.160  0.09
F: 0.064 -15.171 9.350  0.14
H: 2.874 -16.285 9.441  0.12
H: 1.568 -16.611 8.378  0.12
H: 1.559 -14.665 10.446  0.15
C: -0.327 -8.053 9.984  -0.05
C: -1.223 -7.661 8.764  -0.25
O: -0.347 -8.043 7.725  0.18
C: 0.663 -8.731 8.120  -0.64
O: 1.588 -9.026 7.389  0.15
O: 0.595 -8.912 9.381  0.07
F: -1.424 -6.324 8.659  0.08
H: -1.085 -8.362 10.704  0.14
H: 0.274 -7.211 10.328  0.12
H: -2.196 -8.152 8.787  0.17
C: 2.098 -12.565 8.195  0.05
N: 2.282 -13.411 6.979  -0.39
O: 2.827 -14.538 7.141  0.03
O: 1.681 -13.045 6.038  0.09
H: 1.039 -12.515 8.450  0.10
H: 2.495 -11.570 7.994  0.08
H: 2.691 -13.084 8.948  0.08
C: 5.497 -14.427 13.024  0.03
N: 5.839 -15.347 11.991  -0.48
O: 5.002 -16.159 11.794  0.09
O: 6.926 -15.252 11.471  0.09
H: 4.466 -14.073 13.015  0.11
H: 6.190 -13.593 12.916  0.09
H: 5.779 -14.925 13.952  0.12
C: 0.218 -11.720 13.638  0.08
N: 1.071 -11.546 12.360  -0.35
O: 1.801 -12.474 11.950  0.03
O: 0.963 -10.445 11.767  0.03
H: 0.728 -12.303 14.405  0.09
H: -0.736 -12.116 13.291  0.10
H: 0.215 -10.727 14.086  0.09

## Properties
**Charge**: 0
**2S+1**: 1
**Lowest unoccupied orbital energy**: -0.04804 Eh
**Energy**: -5593.840297 hartree
**Kohn-Sham gap**: 8.929 eV

No. 3
Here is a structure of composition C31H23BCl7CsN8O2S from OMol25. Energies are from ωB97M-V/def2-TZVPD.

Each line ends with the Löwdin charge.
Positions of all 74 atoms, in Å:
Cs: -0.897 0.527 0.963  0.92
C: 1.200 -1.871 -3.113  -0.10
C: 0.099 -1.541 -2.394  -0.19
N: 0.367 -1.533 -1.102  0.05
N: 1.672 -1.865 -1.005  -0.04
C: 2.203 -2.032 -2.214  -0.11
B: 2.486 -1.898 0.293  -0.56
N: 1.737 -2.627 1.462  -0.04
C: 2.087 -3.781 2.064  -0.12
C: 1.199 -3.988 3.084  -0.11
C: 0.369 -2.866 3.077  -0.19
N: 0.712 -2.021 2.115  0.03
N: 2.875 -0.497 0.788  -0.05
C: 3.720 -0.233 1.796  -0.12
C: 3.472 1.026 2.262  -0.09
C: 2.379 1.449 1.485  -0.24
N: 2.060 0.577 0.561  -0.03
H: 1.279 -1.901 -4.208  0.10
H: -0.850 -1.337 -2.792  0.09
H: 3.253 -2.273 -2.372  0.12
H: 3.490 -2.525 0.144  0.10
H: 2.856 -4.409 1.660  0.10
H: 1.169 -4.804 3.829  0.09
H: -0.440 -2.617 3.751  0.10
H: 4.410 -0.963 2.247  0.12
H: 3.878 1.453 3.197  0.06
H: 1.935 2.431 1.536  0.05
Cl: 1.228 4.678 -0.189  0.56
C: 1.538 5.475 1.297  -1.09
Cl: 1.880 7.223 1.140  0.45
H: 2.417 4.963 1.679  -0.02
H: 0.698 5.423 2.008  0.02
Cl: -0.796 3.153 3.616  0.52
C: 0.748 3.411 4.551  -0.67
C: 1.865 3.718 3.862  -0.17
C: 3.063 3.805 4.496  -0.72
Cl: 4.549 3.988 3.560  0.60
C: 3.116 3.705 5.907  -0.71
Cl: 4.675 3.813 6.650  0.61
C: 1.884 3.591 6.594  -0.65
Cl: 1.966 3.499 8.375  0.56
C: 0.688 3.348 5.925  -0.75
Cl: -0.793 3.109 6.741  0.65
O: -3.922 -0.185 1.014  -0.44
S: -4.125 -0.418 -0.413  0.54
O: -5.519 -0.423 -0.859  -0.36
N: -3.160 0.523 -1.247  -0.18
C: -3.026 0.445 -2.603  -0.28
C: -4.068 -0.021 -3.447  -0.04
C: -3.996 -0.055 -4.845  -0.11
C: -2.859 0.307 -5.500  -0.09
C: -1.766 0.748 -4.748  -0.17
C: -0.561 1.228 -5.354  -0.05
C: 0.493 1.671 -4.660  -0.06
C: 0.286 1.749 -3.238  -0.14
N: -0.826 1.444 -2.620  0.12
C: -1.838 0.842 -3.319  -0.19
C: -3.488 -2.083 -0.717  -0.25
C: -4.111 -2.843 -1.699  -0.08
C: -3.532 -4.044 -2.097  -0.10
C: -2.443 -4.596 -1.431  -0.10
C: -1.881 -3.897 -0.384  -0.07
C: -2.398 -2.633 -0.057  -0.09
H: -4.990 -0.385 -2.991  0.08
H: -4.862 -0.468 -5.375  0.10
H: -2.708 0.326 -6.590  0.10
H: -0.567 1.074 -6.406  0.09
H: 1.460 1.909 -5.072  0.09
H: 1.114 2.077 -2.626  0.10
H: -5.022 -2.559 -2.259  0.11
H: -3.978 -4.529 -2.968  0.10
H: -2.160 -5.615 -1.748  0.10
H: -1.056 -4.271 0.170  0.09
H: -1.941 -2.102 0.765  0.04

## Properties
**Charge**: -2
**2S+1**: 1
**Lowest unoccupied orbital energy**: 0.13879 Eh
**ΔE to the lowest compared entry with this formula, charge and spin**: 0.0 kJ/mol
**Energy**: -5448.307888 hartree
**Kohn-Sham gap**: 6.704 eV